Entry 1:
40
Properties=species:S:1:pos:R:3:forces:R:3:lowdin_charge:R:1 method="wB97M-V/def2-TZVPD" spin_multiplicity=1 energy_ev=-27484.8482 smiles="NC(=O)CC[C@H](N)C(=O)N[C@@H](Cc1ccccc1)C(=O)O" homo_lumo_gap_ev=9.63 max_force_ev_per_a=5.8 molar_mass_g_mol=293.32 e_above_lowest_ev=3.861
N 0.346 -2.368 -2.667 1.24 1.75 -0.04 0.154
C -0.856 -2.947 -2.482 -0.77 1.21 0.55 -0.573
O -0.779 -4.109 -2.257 -1.94 -2.78 0.78 0.088
C -2.099 -2.029 -2.369 -1.40 -0.11 -0.53 -0.066
C -2.024 -0.931 -1.270 1.52 -2.29 -2.31 -0.192
C -1.814 -1.534 0.018 -0.97 -3.28 4.73 -0.291
N -2.424 -0.702 1.082 -0.08 -0.74 -0.05 0.044
C -0.422 -1.934 0.780 -1.84 2.29 -3.62 -0.446
O 0.039 -3.017 0.695 1.33 -2.34 0.54 0.113
N 0.083 -0.780 1.188 -2.15 -0.46 0.92 0.057
C 1.405 -0.553 1.543 0.37 1.02 -0.13 -0.224
C 1.906 0.267 0.331 5.16 0.49 2.25 -0.079
C 1.465 1.685 0.165 -1.70 1.23 0.29 -0.184
C 2.333 2.806 0.166 -2.54 0.69 -0.66 -0.008
C 1.817 4.160 -0.044 1.63 -1.89 0.29 -0.079
C 0.493 4.348 -0.314 -1.87 1.09 1.08 -0.113
C -0.384 3.262 -0.140 -1.34 -0.98 0.29 -0.106
C 0.041 1.963 0.068 0.66 -0.35 -0.93 -0.040
C 1.522 -0.098 2.973 -0.50 1.19 2.16 -0.397
O 0.562 -0.068 3.730 1.63 0.01 -1.10 0.107
O 2.808 0.180 3.454 -1.77 -0.55 -1.04 0.084
H 0.512 -1.777 -3.455 0.19 0.44 -0.11 0.098
H 1.034 -3.065 -2.426 0.44 0.17 -0.53 0.113
H -3.030 -2.603 -2.025 1.48 0.20 -1.07 0.140
H -2.304 -1.573 -3.391 0.18 -0.48 1.18 0.132
H -2.887 -0.362 -1.297 -2.13 0.90 0.02 0.100
H -1.272 -0.268 -1.444 2.39 2.00 -0.98 0.074
H -2.331 -2.533 0.035 0.28 0.67 -0.20 0.152
H -3.108 -0.116 0.678 -1.14 0.62 -0.23 0.062
H -2.883 -1.389 1.671 -0.09 0.66 0.52 0.105
H -0.704 -0.111 1.197 1.12 0.08 0.85 0.102
H 1.905 -1.501 1.668 0.41 -0.63 -0.87 0.166
H 3.084 0.259 0.476 -2.04 0.23 -0.68 0.159
H 1.701 -0.340 -0.503 -0.31 -0.67 -1.18 0.098
H 3.383 2.674 0.202 0.84 -0.21 0.36 0.088
H 2.527 4.993 0.074 -0.44 -0.43 -0.43 0.106
H 0.027 5.368 -0.432 0.84 -1.16 0.02 0.120
H -1.506 3.262 -0.036 1.21 1.12 -0.75 0.119
H -0.808 1.197 -0.046 1.92 1.13 0.59 0.103
H 2.643 0.284 4.403 0.20 0.14 0.04 0.115

Entry 2:
75
Properties=species:S:1:pos:R:3:forces:R:3:lowdin_charge:R:1 method="wB97M-V/def2-TZVPD" spin_multiplicity=5 energy_ev=-223544.9456 homo_lumo_gap_ev="8.19 / 6.53" charge=+1 max_force_ev_per_a=0.5 molar_mass_g_mol=1000.09 e_above_lowest_ev=0.191
Ru -1.115 0.212 0.277 -0.17 -0.18 -0.16 1.136
N -0.767 -0.252 2.343 0.03 -0.03 0.05 -0.086
N -1.507 -1.354 2.876 0.12 -0.02 0.06 0.069
C -1.393 -2.564 2.187 -0.33 0.25 -0.36 -0.662
O -2.146 -3.476 2.376 0.10 -0.03 0.14 0.114
O -0.386 -2.521 1.315 0.04 -0.06 0.10 -0.125
H 0.213 -0.455 2.528 0.01 -0.01 -0.03 0.074
H -0.992 0.563 2.914 -0.01 -0.01 0.02 0.078
H -2.453 -1.113 3.142 0.02 -0.02 -0.01 0.151
F -2.189 -0.107 -4.989 -0.01 0.01 0.00 0.188
C -2.177 -0.784 -3.868 -0.01 0.00 0.04 -0.683
F -1.699 -2.004 -4.086 0.01 0.00 0.00 0.162
F -3.388 -0.869 -3.348 0.00 0.02 -0.01 0.153
S -1.005 0.013 -2.638 0.15 0.21 -0.16 0.599
O -0.579 -1.080 -1.767 -0.06 0.06 0.20 -0.426
O -0.029 0.735 -3.383 -0.11 -0.11 -0.07 -0.248
N -1.850 0.921 -1.601 0.29 -0.06 0.03 -0.421
S -2.599 2.294 -2.101 -0.05 0.01 -0.02 0.638
O -2.969 2.130 -3.465 -0.01 0.03 0.02 -0.221
O -3.509 2.684 -1.082 0.02 0.01 0.00 -0.232
C -1.251 3.580 -2.066 -0.08 -0.03 0.02 -0.671
F -0.434 3.338 -1.027 -0.05 0.00 -0.05 0.063
F -0.549 3.561 -3.181 0.04 0.00 0.02 0.169
F -1.807 4.767 -1.904 0.00 -0.02 -0.01 0.176
C 2.556 -0.834 -2.978 0.00 0.05 -0.03 -0.199
Si 3.130 0.219 -1.558 0.02 -0.01 0.05 0.309
C 4.499 -0.656 -0.647 -0.02 -0.02 0.01 -0.201
C 3.559 1.953 -2.085 0.02 -0.01 -0.02 -0.205
As 1.446 0.662 0.128 0.01 0.14 0.05 0.898
Si 2.374 2.307 1.608 -0.01 0.00 0.02 0.270
C 2.085 3.994 0.852 -0.01 0.00 -0.03 -0.201
C 4.190 1.981 1.864 0.01 -0.01 -0.03 -0.220
C 1.503 2.129 3.255 0.01 0.00 -0.01 -0.234
Si 0.130 -3.982 0.496 -0.01 -0.03 0.06 0.490
C -1.137 -4.389 -0.787 0.01 0.05 -0.03 -0.139
C 0.362 -5.295 1.778 0.01 -0.02 -0.01 -0.142
C 1.740 -3.399 -0.215 0.01 -0.03 0.03 -0.147
H 2.235 -0.213 -3.813 -0.01 -0.02 0.01 0.034
H 1.742 -1.510 -2.730 -0.01 -0.02 0.01 0.004
H 3.407 -1.440 -3.298 0.01 0.01 -0.01 0.050
H 5.355 -0.739 -1.322 0.00 0.01 0.00 0.050
H 4.190 -1.671 -0.387 0.01 0.01 0.00 0.022
H 4.831 -0.151 0.257 0.00 0.02 0.00 0.007
H 4.337 1.909 -2.853 0.00 0.01 0.00 0.050
H 3.935 2.563 -1.262 0.00 0.01 -0.01 0.016
H 2.691 2.451 -2.522 0.00 0.00 0.00 0.036
H 3.035 4.527 0.774 0.00 0.00 0.02 0.043
H 1.423 4.588 1.485 -0.02 0.00 -0.01 0.041
H 1.645 3.952 -0.143 0.05 0.01 0.03 0.004
H 4.771 2.116 0.951 0.01 -0.02 0.01 0.024
H 4.387 0.985 2.263 0.00 0.00 0.00 0.035
H 4.555 2.709 2.594 0.00 0.00 0.00 0.048
H 0.435 2.344 3.196 0.01 -0.02 0.00 -0.029
H 1.932 2.862 3.945 0.01 0.00 0.00 0.049
H 1.662 1.146 3.704 -0.02 0.00 0.01 0.032
H -2.095 -4.631 -0.324 -0.01 0.00 0.00 0.042
H -0.817 -5.254 -1.371 0.00 -0.01 0.02 0.050
H -1.272 -3.555 -1.479 -0.02 -0.01 0.01 0.012
H -0.584 -5.582 2.235 0.01 0.00 -0.01 0.041
H 1.046 -4.968 2.565 0.00 0.00 0.01 0.047
H 0.799 -6.181 1.312 0.01 0.00 0.00 0.047
H 1.573 -2.537 -0.860 0.01 0.04 -0.03 -0.012
H 2.212 -4.184 -0.809 0.00 0.01 -0.02 0.055
H 2.435 -3.118 0.580 -0.02 -0.01 0.00 0.040
Cl -1.924 2.883 1.913 -0.02 0.01 0.03 0.741
C -3.254 1.784 1.682 -0.01 0.03 0.00 -0.707
C -2.973 0.624 1.001 0.03 -0.09 0.01 -0.401
C -4.000 -0.253 0.720 0.00 0.00 0.01 -0.681
Cl -3.576 -1.677 -0.175 -0.02 -0.03 0.07 0.786
C -5.307 0.013 1.111 0.00 0.00 0.00 -0.692
Cl -6.558 -1.090 0.737 0.00 0.01 0.00 0.747
C -5.572 1.195 1.812 0.00 0.00 0.00 -0.686
Cl -7.169 1.545 2.314 0.00 0.00 0.00 0.740
C -4.541 2.094 2.102 0.00 0.00 0.00 -0.701
Cl -4.849 3.555 2.935 0.00 0.00 0.00 0.742

Entry 3:
51
Properties=species:S:1:pos:R:3:forces:R:3:lowdin_charge:R:1 method="wB97M-V/def2-TZVPD" spin_multiplicity=1 energy_ev=-120476.2064 homo_lumo_gap_ev=3.80 charge=-1 max_force_ev_per_a=3.3 molar_mass_g_mol=705.47
Pt -0.824 0.631 -0.585 0.31 -0.34 -1.22 0.980
C -3.240 2.431 -1.891 -0.11 0.67 -1.07 -0.089
O -2.776 1.651 -0.798 0.39 -0.79 1.08 -0.262
C -3.541 1.444 0.334 1.07 -0.64 0.29 -0.185
C -4.830 1.893 0.535 -0.41 0.19 -0.01 -0.013
C -5.511 1.590 1.710 0.30 -0.07 -0.13 -0.083
C -4.900 0.830 2.692 -0.20 0.04 0.12 -0.096
C -3.612 0.384 2.511 0.39 0.10 -0.51 -0.009
C -2.897 0.680 1.341 -2.25 0.53 0.97 -0.194
N -1.612 0.240 1.166 2.81 -1.41 1.05 -0.158
N -1.097 -0.491 2.111 -2.52 1.33 -0.74 0.086
C 0.096 -1.064 2.076 1.25 0.15 -1.15 -0.156
C 1.041 -0.974 0.998 -1.35 0.96 -0.55 -0.292
O 0.869 -0.331 -0.135 -0.17 -0.34 0.72 -0.225
C 2.274 -1.634 1.163 1.17 -0.81 0.44 0.004
C 2.592 -2.371 2.274 -0.09 0.59 -1.10 -0.010
C 1.674 -2.517 3.335 -0.86 0.09 0.55 -0.179
C 1.939 -3.301 4.476 0.04 0.05 -0.10 -0.042
C 1.013 -3.424 5.479 0.11 -0.14 0.17 -0.101
C -0.216 -2.763 5.384 0.01 0.07 -0.13 -0.085
C -0.500 -1.995 4.284 -0.17 -0.07 0.28 -0.028
C 0.424 -1.856 3.238 0.29 -0.18 0.06 -0.095
H -4.251 2.800 -1.733 0.06 -0.15 0.14 0.076
H -3.220 1.812 -2.792 0.14 0.14 0.16 0.079
H -2.566 3.279 -2.028 0.04 -0.25 -0.12 0.038
H -5.345 2.483 -0.207 0.08 0.00 -0.08 0.103
H -6.519 1.947 1.848 -0.12 0.07 -0.04 0.100
H -5.425 0.581 3.603 -0.06 0.02 0.04 0.100
H -3.102 -0.207 3.252 -0.06 -0.03 0.13 0.091
H 2.977 -1.538 0.349 0.07 0.01 -0.08 0.122
H 3.555 -2.858 2.340 0.08 -0.03 -0.03 0.114
H 2.888 -3.817 4.546 0.06 -0.01 -0.01 0.108
H 1.225 -4.032 6.348 0.05 -0.02 0.00 0.096
H -0.944 -2.862 6.178 -0.03 0.01 0.02 0.098
H -1.448 -1.486 4.198 0.01 -0.03 0.05 0.090
Br -0.813 3.438 -4.258 -0.24 1.42 -0.83 -0.459
O 5.616 1.666 -5.663 0.21 0.02 -0.03 0.094
C 5.097 0.490 -5.223 0.10 -0.11 -0.09 -0.489
O 5.675 -0.540 -5.464 -0.02 0.22 0.01 0.094
C 3.815 0.584 -4.496 -0.46 -0.04 0.31 -0.154
C 3.385 1.759 -3.871 0.25 -0.21 -0.10 -0.034
C 2.145 1.830 -3.278 -0.09 -0.07 0.11 -0.126
C 1.282 0.734 -3.325 0.18 -0.14 0.20 -0.664
S -0.388 0.920 -2.876 -0.59 -1.06 1.63 0.386
C 1.732 -0.467 -3.876 -0.01 0.24 0.10 -0.100
C 2.985 -0.540 -4.439 0.43 0.10 -0.23 -0.023
H 5.012 2.398 -5.479 -0.05 -0.20 0.00 0.091
H 4.028 2.627 -3.812 0.07 0.11 -0.03 0.110
H 1.820 2.740 -2.798 -0.15 0.08 -0.08 0.081
H 1.085 -1.332 -3.864 -0.08 0.01 -0.02 0.098
H 3.333 -1.462 -4.877 0.09 -0.11 -0.10 0.113

Entry 4:
80
Properties=species:S:1:pos:R:3:forces:R:3:lowdin_charge:R:1 method="wB97M-V/def2-TZVPD" spin_multiplicity=2 energy_ev=-58843.1676 homo_lumo_gap_ev="7.61 / 6.20" charge=+2 max_force_ev_per_a=0.6 molar_mass_g_mol=737.62 e_above_lowest_ev=0.558
Pt -0.413 0.001 -0.031 -0.41 0.39 -0.13 1.470
C -1.889 2.610 -1.886 0.00 -0.02 -0.04 -0.015
C -0.848 2.905 -0.859 0.04 0.01 -0.05 -0.285
C -0.382 4.158 -0.470 0.00 0.05 -0.01 0.028
C 0.524 3.929 0.546 0.02 -0.01 0.02 0.010
N 0.595 2.611 0.755 0.19 0.11 -0.01 0.040
N -0.215 1.985 -0.109 -0.23 -0.11 0.03 -0.079
B 1.436 1.815 1.775 0.04 -0.28 -0.02 -0.645
N 0.429 0.914 2.574 0.04 0.01 -0.02 0.041
C 0.430 0.639 3.880 0.00 0.04 0.03 -0.012
C -0.550 -0.295 4.145 0.06 0.05 0.05 0.029
C -1.127 -0.592 2.919 -0.05 0.01 0.03 -0.286
C -2.221 -1.567 2.675 0.00 0.03 -0.02 -0.013
N -0.530 0.156 1.972 -0.01 -0.12 -0.06 -0.072
N 2.353 0.823 0.993 -0.26 0.04 0.02 0.045
C 3.669 0.575 1.029 0.04 -0.05 0.02 -0.013
C 3.911 -0.618 0.375 -0.01 0.05 0.03 0.019
C 2.663 -1.078 -0.044 0.03 -0.03 0.04 -0.302
C 2.339 -2.368 -0.718 -0.04 -0.05 0.02 -0.010
N 1.735 -0.190 0.328 0.11 -0.08 0.02 -0.006
N 2.151 2.757 2.676 0.13 -0.01 -0.04 -0.020
C 1.633 3.569 3.644 -0.01 0.03 0.01 -0.085
C 2.574 4.508 3.950 -0.06 0.01 -0.01 0.001
C 3.666 4.226 3.091 0.05 0.00 0.00 -0.332
C 4.972 4.941 2.996 0.00 -0.02 -0.04 -0.022
N 3.399 3.189 2.321 -0.05 0.01 0.06 0.122
H -1.632 3.104 -2.823 -0.01 0.00 0.00 0.099
H -2.850 3.009 -1.561 0.00 -0.01 0.00 0.100
H -1.998 1.547 -2.081 0.02 0.04 0.02 0.039
H -0.677 5.108 -0.880 0.00 -0.01 0.01 0.127
H 1.125 4.605 1.133 -0.02 0.00 -0.01 0.141
H 1.126 1.136 4.536 -0.01 -0.03 0.01 0.139
H -0.824 -0.705 5.102 0.01 0.00 -0.01 0.127
H -2.690 -1.817 3.624 0.00 -0.01 -0.01 0.103
H -1.828 -2.483 2.240 0.01 -0.04 -0.03 0.055
H -2.988 -1.160 2.020 0.00 0.01 -0.05 0.054
H 4.321 1.270 1.530 0.01 -0.02 -0.03 0.118
H 4.861 -1.107 0.243 -0.01 0.01 0.00 0.121
H 2.950 -3.162 -0.291 0.02 0.01 -0.01 0.100
H 2.564 -2.337 -1.786 0.00 0.02 -0.01 0.080
H 1.294 -2.642 -0.566 0.01 0.04 -0.02 0.051
H 0.636 3.428 4.033 0.02 0.00 0.00 0.128
H 2.500 5.288 4.689 0.01 -0.01 -0.01 0.115
H 5.443 5.022 3.975 -0.01 0.01 0.00 0.086
H 4.835 5.950 2.606 0.00 0.01 0.03 0.085
H 5.646 4.407 2.329 -0.01 0.00 0.00 0.078
C 1.036 0.744 -4.485 0.02 -0.05 0.00 0.025
N 0.871 -0.611 -3.956 0.01 -0.11 0.05 -0.133
C 1.381 -1.709 -4.781 -0.04 0.07 0.02 0.004
C 0.331 -0.843 -2.792 -0.01 0.08 -0.04 -0.265
O -0.147 0.082 -2.072 0.01 0.00 0.03 -0.203
H 2.069 0.865 -4.807 -0.01 0.01 0.00 0.111
H 0.802 1.469 -3.713 0.00 0.01 0.00 0.090
H 0.377 0.880 -5.341 0.00 0.02 0.01 0.112
H 1.020 -1.584 -5.800 -0.01 -0.02 0.00 0.107
H 1.025 -2.661 -4.394 0.03 -0.01 0.01 0.098
H 2.470 -1.694 -4.784 0.00 0.01 -0.02 0.108
H 0.283 -1.880 -2.464 0.02 -0.02 -0.02 0.126
C -1.786 -5.434 0.798 0.01 -0.03 0.03 -0.090
C -2.512 -5.327 -0.533 0.00 -0.01 -0.07 -0.280
C -2.088 -4.128 -1.374 0.02 0.03 -0.04 -0.308
S -2.483 -2.543 -0.573 -0.18 0.06 0.07 1.052
O -1.059 -1.994 -0.259 0.50 -0.08 0.07 -0.687
C -3.113 -1.562 -1.973 0.07 -0.08 -0.07 -0.314
C -4.333 -0.716 -1.626 -0.04 0.01 -0.08 -0.265
C -4.179 0.172 -0.399 -0.01 0.02 0.06 -0.099
H -2.083 -6.342 1.321 0.01 0.00 -0.01 0.089
H -2.025 -4.599 1.458 0.01 0.06 0.01 0.052
H -0.704 -5.466 0.663 -0.01 0.01 -0.01 0.086
H -3.594 -5.306 -0.387 0.00 0.02 0.02 0.118
H -2.311 -6.208 -1.145 0.00 -0.02 0.03 0.124
H -2.570 -4.132 -2.350 -0.02 -0.02 0.02 0.094
H -1.005 -4.087 -1.512 0.00 -0.01 0.02 0.098
H -3.341 -2.261 -2.777 -0.02 0.04 -0.01 0.097
H -2.263 -0.950 -2.285 -0.07 0.01 0.06 0.066
H -5.206 -1.362 -1.516 0.01 0.01 0.04 0.121
H -4.531 -0.104 -2.509 0.00 0.00 0.00 0.123
H -4.285 -0.395 0.526 0.03 -0.03 0.01 0.059
H -4.949 0.942 -0.383 -0.01 -0.01 0.00 0.094
H -3.212 0.686 -0.379 -0.01 -0.03 0.01 0.036